(1)
{
  "formula": "C9H14I2O",
  "method": "ωB97M-V/def2-TZVPD",
  "charge": 0,
  "gap_ev": 9.16,
  "spin_multiplicity": 1,
  "e_lumo_ha": 0.0101,
  "energy_ev": -27806.344,
  "molar_mass_g_mol": 392.018,
  "de_lowest_kcal_mol": 0.0,
  "symbols": ["C", "C", "C", "C", "C", "C", "C", "C", "C", "O", "I", "I", "H", "H", "H", "H", "H", "H", "H", "H", "H", "H", "H", "H", "H", "H"],
  "xyz": [[-2.2348, 0.3653, -1.2917], [-1.7954, -0.8196, -0.8858], [-1.7501, 1.6796, -0.8257], [-0.6980, -0.8372, 0.1867], [-0.9567, 1.5063, 0.4830], [0.0781, 0.4374, 0.3289], [-2.1484, -2.1933, -1.3859], [4.0701, 0.0650, 1.9071], [3.9327, 0.0977, 0.5866], [1.0316, 0.4699, 1.3300], [3.7194, -1.5580, -0.5795], [3.9909, 1.8740, -0.4568], [-3.0152, 0.3873, -2.0063], [-1.0122, 2.2369, -1.5636], [-2.6641, 2.3041, -0.8478], [-1.0952, -0.9319, 1.1420], [-0.0834, -1.7833, -0.0992], [-0.4397, 2.3458, 0.8467], [-1.6669, 1.2419, 1.3025], [0.5501, 0.6276, -0.7003], [-2.7257, -2.1225, -2.2399], [-2.7447, -2.6005, -0.6731], [-1.2553, -2.7335, -1.6446], [3.9897, 0.8939, 2.5575], [4.0083, -0.8734, 2.4120], [0.9147, -0.0796, 2.1172]],
  "atomic_forces_ev_per_a": [[0.3, -1.1, -0.5], [1.5, 0.7, 0.9], [1.3, 1.6, -0.7], [1.4, -2.2, -2.2], [-1.9, 0.0, 0.5], [-0.5, -0.3, -2.7], [1.5, 2.5, -0.6], [-0.7, -0.8, -0.9], [0.5, 0.6, 1.0], [1.2, 0.3, 0.5], [-0.1, -0.8, -0.3], [-0.1, 0.5, -0.1], [-0.7, 0.0, -0.9], [-1.5, -1.3, 0.9], [0.7, 0.2, 0.8], [-1.1, -1.1, 1.9], [-0.5, 1.7, 1.0], [0.5, 1.6, 0.1], [0.4, -0.1, -0.4], [0.1, -0.1, 1.5], [-1.3, 0.2, -2.0], [-1.4, -2.0, 2.2], [0.3, -0.5, 0.3], [0.4, 1.1, 0.2], [0.2, -0.7, 0.2], [-0.6, -0.1, -0.6]]
}



(2)
{
  "formula": "C9H14I2O",
  "method": "ωB97M-V/def2-TZVPD",
  "charge": 0,
  "gap_ev": 8.87,
  "spin_multiplicity": 1,
  "e_lumo_ha": -0.0088,
  "energy_ev": -27805.996,
  "molar_mass_g_mol": 392.018,
  "de_lowest_kcal_mol": 8.0,
  "symbols": ["C", "C", "C", "C", "C", "C", "C", "C", "C", "O", "I", "I", "H", "H", "H", "H", "H", "H", "H", "H", "H", "H", "H", "H", "H", "H"],
  "xyz": [[2.0797, -1.2065, 1.0263], [2.3617, -0.4608, -0.0373], [0.7105, -1.4019, 1.6194], [1.4022, 0.4742, -0.6743], [-0.0009, -0.1909, 1.2682], [-0.0219, 0.1680, -0.2276], [3.7862, -0.2156, -0.5855], [-3.8358, 1.4322, -1.2178], [-4.1966, 0.3998, -0.4994], [-0.8227, 1.2428, -0.5199], [-5.3601, -1.2617, -1.1607], [-4.4067, 0.7070, 1.6766], [2.8343, -1.7423, 1.5085], [0.2304, -2.2887, 1.3250], [0.6625, -1.4180, 2.6815], [1.7034, 1.4823, -0.3916], [1.4131, 0.2976, -1.7007], [-1.0379, -0.3513, 1.5364], [0.4315, 0.6477, 1.7268], [-0.4786, -0.6713, -0.8041], [3.7661, -0.1193, -1.5787], [4.4766, -0.9957, -0.2897], [4.1204, 0.7061, -0.0467], [-3.3378, 2.3920, -0.8388], [-3.7226, 1.2251, -2.2606], [-0.2299, 1.9179, -0.6264]],
  "atomic_forces_ev_per_a": [[-0.5, -0.6, -0.3], [1.6, 0.3, 0.2], [1.8, 0.9, -0.4], [-1.1, -1.4, 1.4], [-3.1, 0.5, -2.1], [0.7, -2.0, 0.4], [-0.7, -0.3, 5.4], [1.8, 1.0, 0.0], [-1.7, 0.0, 2.2], [-3.0, -0.8, 0.3], [0.8, 0.6, 0.0], [0.3, -0.3, -1.2], [1.5, -0.9, 0.4], [-0.6, -1.3, -0.8], [0.7, -0.3, 1.1], [-0.1, 0.3, -0.2], [0.4, 0.4, -2.1], [-0.5, 0.7, 0.4], [0.4, 1.3, 1.2], [0.7, 0.1, 0.3], [0.1, 0.6, -3.9], [0.1, -0.3, 0.0], [0.0, -0.4, -0.9], [-1.0, -1.7, -0.3], [-0.3, 0.3, -0.8], [1.8, 3.2, -0.5]]
}



(3)
{
  "formula": "C9H14IN4",
  "method": "ωB97M-V/def2-TZVPD",
  "charge": 1,
  "gap_ev": 7.26,
  "spin_multiplicity": 1,
  "e_lumo_ha": -0.1374,
  "energy_ev": -23610.675,
  "molar_mass_g_mol": 305.143,
  "de_lowest_kcal_mol": 29.9,
  "symbols": ["C", "C", "C", "C", "C", "C", "C", "C", "C", "N", "N", "N", "N", "I", "H", "H", "H", "H", "H", "H", "H", "H", "H", "H", "H", "H", "H", "H"],
  "xyz": [[-2.1228, -0.2834, -0.1403], [-3.0591, -1.1699, -0.5662], [-1.7657, -3.0205, -0.1677], [-1.0542, -0.8074, 0.5283], [-0.9029, -2.2225, 0.5678], [-0.1282, 1.9836, -0.4432], [0.1064, 0.0557, 0.9176], [1.5739, -0.5445, -0.9185], [1.2902, 2.0661, 1.4205], [-2.8399, -2.4557, -0.7277], [0.2780, 1.4037, 0.6430], [-0.0152, -2.8704, 1.3313], [1.4340, 0.5206, -1.7344], [3.4526, -0.7246, -0.0646], [-2.3484, 0.6584, 0.1571], [-3.9766, -0.9395, -0.9787], [-1.6767, -4.0498, -0.1163], [-0.9045, 1.6218, -1.1179], [0.0294, 3.0146, -0.6847], [0.6889, -0.2278, 1.7620], [0.9850, -1.3262, -1.1082], [2.1459, 1.9492, 0.7905], [1.1151, 3.1461, 1.6249], [1.3403, 1.5432, 2.4476], [0.0065, -3.7983, 1.1642], [0.3892, -2.4983, 2.1359], [0.6324, 0.3377, -2.4625], [2.2033, 1.1692, -1.8592]],
  "atomic_forces_ev_per_a": [[-0.2, -2.1, 1.3], [0.3, -0.8, -1.4], [-1.4, 3.5, -0.1], [2.8, -0.2, -0.5], [-0.7, 1.0, 0.0], [-1.3, 0.5, -1.6], [0.0, -0.6, -0.9], [2.0, 4.3, 1.4], [0.3, 0.3, 2.4], [0.5, -2.0, 0.3], [-1.8, -1.1, -0.3], [1.0, 2.3, -0.3], [-2.6, -1.8, -1.2], [0.0, -0.3, 0.1], [-0.9, 3.1, -0.2], [-1.9, 1.3, -0.5], [0.1, -2.0, -0.4], [0.3, -0.7, 0.7], [0.8, 0.5, 0.6], [0.2, -0.2, 0.5], [-2.1, -3.2, -0.4], [1.2, 0.1, 0.4], [-0.3, -0.8, -0.5], [0.4, 0.9, -1.8], [0.5, -3.5, 0.1], [0.6, 0.4, 1.2], [2.5, 1.2, 1.5], [-0.4, -0.1, -0.4]]
}



(4)
{
  "formula": "C9H14N",
  "method": "ωB97M-V/def2-TZVPD",
  "charge": 1,
  "gap_ev": [6.93, 6.93],
  "spin_multiplicity": 1,
  "e_lumo_ha": [-0.2301, -0.2301],
  "energy_ev": -11038.063,
  "molar_mass_g_mol": 136.218,
  "de_lowest_kcal_mol": 132.8,
  "symbols": ["C", "C", "C", "C", "C", "C", "C", "C", "C", "N", "H", "H", "H", "H", "H", "H", "H", "H", "H", "H", "H", "H", "H", "H"],
  "xyz": [[-1.0347, 0.1798, -0.2701], [0.1917, 0.5474, 0.0132], [1.4495, -1.4501, 0.9288], [-2.0625, -0.3996, -0.7486], [0.6722, 1.7752, 0.2743], [1.2995, -0.4422, -0.1605], [-2.8327, -1.4706, 0.1784], [-0.2180, 2.8486, 0.5828], [1.4515, -0.8584, -1.6146], [2.4456, -0.4520, 0.6442], [0.8424, -1.5755, 1.8878], [1.8969, -2.4206, 0.6804], [-2.6755, -0.0348, -1.6885], [1.7849, 1.9652, 0.3934], [-2.2800, -2.3354, 0.4430], [-3.8176, -1.7741, -0.2238], [-2.9592, -0.9600, 1.1633], [-1.2826, 2.3749, 0.5861], [-0.2767, 3.7142, -0.1546], [0.2167, 3.3031, 1.5011], [1.9904, -1.7929, -1.6069], [2.1399, -0.2103, -2.0500], [0.4881, -0.7834, -2.1345], [2.5702, 0.2516, 1.3752]],
  "atomic_forces_ev_per_a": [[-1.6, 0.1, -1.3], [3.8, -0.6, 0.5], [0.0, -2.3, 1.0], [-3.3, -1.0, -0.2], [0.9, 1.8, 0.9], [-1.6, -2.1, -1.2], [-0.5, 2.1, 0.4], [-2.1, 1.3, -0.6], [-0.4, -0.3, 1.3], [1.2, 1.3, 1.4], [0.7, 1.1, -1.3], [-0.7, 0.1, -0.2], [1.8, -0.7, 1.7], [-1.4, -0.5, -0.5], [0.9, -0.8, -0.4], [0.7, 0.5, 0.0], [-0.3, -0.3, -0.8], [1.6, 1.4, 0.7], [0.4, -1.1, 0.7], [-0.9, -0.1, -0.2], [-0.5, -0.7, -0.4], [1.0, 1.5, -1.0], [0.5, -0.7, 0.0], [-0.2, 0.0, -0.4]]
}



Number 1 is which compound? C9H14I2O